C16H55BF4N4O9 | the ωB97M-V functional and the def2-TZVPD basis

Computed properties:
Frontier orbital gap (eV): 7.765
Energy relative to the best compared isomer or geometry (same formula, charge and spin) (kJ/mol): 284.7

The geometry in ORCA input format:
```
! RIJCOSX wB97M-V def2-TZVPD def2/J DEFGRID3
* xyz 0 1
O -4.154 -1.583 -1.174
H -3.453 -1.004 -1.482
H -5.034 -1.336 -1.468
H -4.121 -1.537 -0.216
B -0.802 -1.202 0.323
F 0.354 -1.840 0.743
F -1.785 -2.132 -0.047
F -1.191 -0.397 1.401
F -0.426 -0.349 -0.661
C 0.532 2.860 0.057
C -0.227 3.757 1.116
C 0.520 3.545 2.424
O 0.006 4.444 3.384
C 0.546 4.154 4.618
N -0.229 5.170 0.662
H 0.720 1.887 0.511
H 1.564 3.135 -0.158
H 0.097 2.676 -0.926
H -1.260 3.424 1.209
H 1.607 3.628 2.397
H 0.462 2.540 2.841
H 0.306 3.187 5.061
H 0.073 4.876 5.285
H 1.564 4.541 4.624
H -0.628 5.192 -0.265
H 0.697 5.517 0.454
C -3.207 -0.539 6.136
C -2.187 -0.150 5.075
C -0.905 -1.016 5.296
O -1.199 -2.370 4.933
C -0.115 -3.273 5.089
N -2.703 -0.523 3.802
H -3.697 -1.501 5.989
H -4.053 0.133 6.282
H -2.658 -0.648 7.072
H -2.090 0.934 5.142
H -0.599 -0.978 6.342
H -0.028 -0.713 4.725
H 0.080 -3.670 6.085
H 0.815 -2.764 4.836
H -0.110 -4.053 4.328
H -2.800 -1.527 3.848
H -1.932 -0.442 3.155
C 0.357 -1.700 -4.439
C -0.326 -2.920 -3.731
C 0.234 -3.346 -2.363
O 1.621 -3.667 -2.404
C 2.334 -3.626 -1.188
N -1.749 -2.735 -3.579
H 0.357 -1.969 -5.496
H 1.388 -1.611 -4.098
H -0.202 -0.770 -4.332
H -0.328 -3.753 -4.434
H -0.326 -4.176 -1.933
H 0.189 -2.435 -1.766
H 1.948 -4.262 -0.391
H 2.478 -2.629 -0.771
H 3.375 -3.892 -1.375
H -2.154 -2.601 -4.495
H -2.170 -3.547 -3.149
C 0.452 1.729 -3.976
C 1.943 2.078 -4.073
C 2.880 1.017 -4.604
O 4.313 1.415 -4.729
C 5.050 1.553 -3.516
N 2.040 3.364 -4.792
H 0.282 0.975 -3.207
H 0.086 1.351 -4.931
H -0.146 2.587 -3.669
H 2.131 2.389 -3.045
H 2.656 0.948 -5.668
H 2.901 -0.025 -4.282
H 4.356 2.067 -2.851
H 5.975 2.094 -3.716
H 5.221 0.564 -3.090
H 1.584 3.166 -5.671
H 3.003 3.478 -5.076
O -2.395 -0.186 -2.719
H -1.700 0.263 -2.237
H -2.048 -1.065 -2.875
O -2.888 1.122 0.335
H -2.121 0.659 0.672
H -2.901 1.948 0.818
O 1.907 -0.165 2.020
H 2.651 -0.740 1.844
H 1.164 -0.598 1.600
O -0.584 -4.526 0.843
H -0.056 -3.933 1.377
H -1.135 -3.948 0.316
*
```

***

C4H11IN2 | the ωB97M-V functional and the def2-TZVPD basis

Computed properties:
Frontier orbital gap (eV): 7.930
Energy relative to the best compared isomer or geometry (same formula, charge and spin) (kJ/mol): 257.7

The geometry in ORCA input format:
```
! RIJCOSX wB97M-V def2-TZVPD def2/J DEFGRID3
* xyz 0 1
C -1.405 -0.340 0.368
C 0.136 1.774 0.626
C 0.070 0.436 -1.486
C -0.003 0.296 -0.025
N 0.770 -2.458 0.239
N 1.032 -0.374 0.635
I 2.866 -0.211 -0.160
H -1.347 -0.557 1.437
H -2.200 0.351 0.137
H -1.683 -1.210 -0.231
H 0.776 2.534 0.103
H 0.273 1.712 1.733
H -0.842 2.161 0.528
H 0.667 -0.505 -1.836
H -0.934 0.358 -1.929
H 0.500 1.432 -1.797
H -0.055 -2.368 0.792
H 1.378 -3.032 0.867
*
```

***

C16H15F16N4O4PS | the ωB97M-V functional and the def2-TZVPD basis

Computed properties:
Frontier orbital gap (eV): 7.903

The geometry in ORCA input format:
```
! RIJCOSX wB97M-V def2-TZVPD def2/J DEFGRID3
* xyz 0 1
N -0.409 1.267 -0.203
P -0.851 1.981 -1.510
O -2.469 1.839 -1.744
O -0.445 3.555 -1.508
C -0.037 1.132 -2.902
C 1.417 1.157 -3.032
C 1.967 0.494 -4.088
N 3.394 0.455 -4.247
C 1.185 -0.203 -5.075
N 1.683 -0.855 -6.143
S 0.330 -1.383 -6.884
N -0.874 -0.867 -5.939
C -0.253 -0.197 -4.948
C -0.815 0.489 -3.823
H 0.036 1.934 0.418
H -2.639 0.886 -1.671
H -1.231 4.096 -1.695
H 2.043 1.687 -2.311
H 3.773 0.727 -3.345
H 3.609 -0.524 -4.434
H -1.901 0.501 -3.702
C -4.326 -3.083 1.776
C -5.683 -2.726 1.135
C -6.098 -3.525 -0.103
F -5.242 -3.361 -1.128
F -7.310 -3.099 -0.535
F -5.716 -1.401 0.878
F -6.634 -2.954 2.087
O -3.205 -2.261 1.459
C -2.463 -2.520 0.315
C -2.528 -1.367 -0.688
F -3.802 -1.120 -1.079
F -1.827 -1.667 -1.807
F -2.829 -3.699 -0.227
F -1.184 -2.668 0.714
H -4.464 -2.927 2.847
H -4.090 -4.142 1.674
H -6.179 -4.592 0.126
H -2.122 -0.449 -0.249
C 5.138 1.695 3.950
C 4.058 1.773 5.048
C 3.101 0.584 5.167
F 2.370 0.405 4.053
F 2.226 0.804 6.178
F 3.369 2.926 4.907
F 4.720 1.867 6.237
O 4.891 2.384 2.725
C 4.163 1.761 1.721
C 2.853 2.492 1.418
F 2.061 2.555 2.505
F 2.163 1.830 0.458
F 3.975 0.462 2.010
F 4.936 1.795 0.611
H 6.006 2.209 4.363
H 5.473 0.672 3.776
H 3.645 -0.338 5.389
H 3.045 3.511 1.078
*
```

***

C4H9NOS | the ωB97M-V functional and the def2-TZVPD basis

Computed properties:
Frontier orbital gap (alpha / beta) (eV): 5.112 / 2.732
Energy relative to the best compared isomer or geometry (same formula, charge and spin) (kJ/mol): 238.5

The geometry in ORCA input format:
```
! RIJCOSX wB97M-V def2-TZVPD def2/J DEFGRID3
* xyz -1 2
C 0.087 -0.025 -0.410
N -0.318 1.422 -0.206
C -1.264 1.838 -1.347
O -1.879 2.904 -1.100
C 0.870 -0.497 0.796
C 0.592 -1.896 1.179
S 2.127 -2.747 1.891
H 0.789 -0.130 -1.335
H -0.580 -0.756 -0.708
H -0.516 1.669 0.758
H -2.090 1.049 -1.618
H -0.608 1.890 -2.196
H 0.652 0.177 1.676
H 1.980 -0.373 0.556
H 0.371 -2.420 0.214
H -0.213 -2.105 1.850
*
```

***

Please write out number 2 again, unchanged.
C4H11IN2 | the ωB97M-V functional and the def2-TZVPD basis

Computed properties:
Frontier orbital gap (eV): 7.930
Energy relative to the best compared isomer or geometry (same formula, charge and spin) (kJ/mol): 257.7

The geometry in ORCA input format:
```
! RIJCOSX wB97M-V def2-TZVPD def2/J DEFGRID3
* xyz 0 1
C -1.405 -0.340 0.368
C 0.136 1.774 0.626
C 0.070 0.436 -1.486
C -0.003 0.296 -0.025
N 0.770 -2.458 0.239
N 1.032 -0.374 0.635
I 2.866 -0.211 -0.160
H -1.347 -0.557 1.437
H -2.200 0.351 0.137
H -1.683 -1.210 -0.231
H 0.776 2.534 0.103
H 0.273 1.712 1.733
H -0.842 2.161 0.528
H 0.667 -0.505 -1.836
H -0.934 0.358 -1.929
H 0.500 1.432 -1.797
H -0.055 -2.368 0.792
H 1.378 -3.032 0.867
*
```